# 1
{
  "formula": "C15H17NO3S2",
  "method": "ωB97M-V/def2-TZVPD",
  "elements": ["C", "H", "H", "H", "H", "C", "H", "C", "N", "S", "C", "C", "H", "C", "H", "O", "H", "C", "C", "O", "C", "H", "H", "H", "C", "H", "C", "S", "C", "H", "O", "C", "H", "H", "H", "C", "C", "H"],
  "xyz": [[4.77289, -1.66922, 0.20809], [5.64311, -2.42555, 0.22817], [-3.62072, -0.20486, -1.86259], [-4.92625, -1.62913, -0.77386], [3.18274, -3.06502, -0.12999], [-0.88848, 0.97085, -0.25174], [-0.09073, -2.33298, -2.03048], [0.83047, -1.87599, -2.00269], [1.78519, 0.97195, 0.86862], [0.73105, -1.57664, 0.18436], [-2.97063, 0.25080, -0.92171], [-6.76717, -1.23272, 0.53582], [-0.70013, 1.21747, 1.90897], [-5.37448, -0.85359, -0.25699], [1.15369, -0.99203, -2.34153], [-4.61386, -0.51902, 0.57680], [6.14374, 0.01589, 0.88254], [-3.46070, -0.01963, 0.41486], [3.38708, -1.92741, 0.22039], [1.23696, 0.97337, -1.59241], [-2.68174, 0.41370, 1.56716], [1.54250, -3.04231, -1.93849], [-7.20615, -0.16238, 0.98065], [4.28912, 1.51778, 1.10672], [-1.33590, 1.00446, 1.01785], [-7.50300, -1.61720, -0.44194], [5.08175, -0.33528, 0.85130], [0.80890, 1.67274, -0.47590], [4.20013, 0.64502, 0.84112], [2.09424, 2.02502, 1.28328], [0.71223, 3.00013, -0.55691], [2.47480, -0.99100, 0.29428], [-6.61755, -1.97173, 1.46800], [-3.02790, 0.48090, 2.40452], [-5.67024, -0.10562, -1.03715], [2.73198, 0.14122, 0.73324], [-1.58667, 0.45082, -1.20244], [-1.20001, 0.30759, -2.30622]],
  "lowdin_charge": [-0.0310, 0.1177, 0.1576, 0.1030, 0.1460, -0.4180, -0.0519, -0.0892, -0.0671, 0.8683, 0.0260, -0.0578, 0.1140, -0.4582, -0.0624, -0.0130, 0.1125, -0.2518, -0.1672, -0.2943, 0.1512, 0.1382, 0.1089, 0.0117, -0.0431, 0.1241, -0.0853, 0.6137, 0.0371, 0.2019, -0.1910, -0.5809, 0.0939, -0.0034, 0.1345, -0.4397, -0.1217, 0.1669],
  "spin_multiplicity": 1,
  "relative_energy_kcal_mol": 318.4,
  "fmax_ev_per_a": 16.788,
  "lumo_energy_ev": 0.3
}

=====

# 2
{
  "formula": "C15H17NO4",
  "method": "ωB97M-V/def2-TZVPD",
  "elements": ["C", "C", "C", "H", "H", "C", "H", "C", "H", "H", "C", "C", "H", "O", "C", "C", "H", "H", "C", "H", "C", "C", "H", "H", "O", "H", "H", "N", "O", "C", "C", "O", "H", "C", "H", "H", "H"],
  "xyz": [[1.41369, 1.91241, -3.02507], [3.05004, 0.20576, -2.28209], [2.72217, 1.50800, -2.73078], [-3.07007, -1.36262, -0.52165], [1.04295, 0.07468, 1.67206], [-0.12569, 1.01800, 3.26536], [4.09603, -0.01751, -2.07335], [0.78288, 0.35510, 4.26656], [0.14231, 1.53335, 1.20629], [1.15903, 2.92408, -3.30988], [0.44897, 0.93951, -2.88903], [-1.66028, -1.19447, -2.16362], [-0.91725, 0.69209, -0.60880], [-3.13095, -0.52353, 2.50875], [0.11249, 0.63169, 1.77663], [-0.77413, -1.68790, 1.15831], [3.55039, 2.17876, -2.89067], [-2.06821, -0.31068, -2.68458], [-1.07337, -0.21469, 1.35578], [-0.54197, 1.26339, -3.15746], [-1.98964, -0.06833, 2.53872], [2.04913, -0.69909, -2.14219], [0.05036, 2.10905, 3.38248], [0.36850, 0.47784, 5.29139], [-0.22705, -2.28912, 2.04222], [1.78550, 0.82002, 4.19896], [2.28770, -1.69791, -1.76811], [-0.20360, -1.35959, -2.36493], [-1.28282, -2.24569, 0.03127], [-1.99580, -1.19909, -0.64105], [-1.66669, 0.12821, -0.00545], [-1.45867, 0.66948, 3.58096], [-2.16398, -2.06946, -2.59324], [0.74915, -0.37326, -2.44951], [-2.49894, 0.83524, 0.09293], [0.89471, -0.69509, 4.06993], [0.14308, -2.26864, -2.13712]],
  "lowdin_charge": [-0.0882, -0.0898, -0.1046, 0.1561, 0.1382, -0.3464, 0.1072, -0.0351, 0.1175, 0.1033, -0.0556, -0.0947, 0.1211, 0.1335, -0.0229, -0.3902, 0.0860, 0.1256, -0.2658, 0.0972, -0.3399, -0.0643, 0.1523, 0.0998, 0.1597, 0.0953, 0.1200, 0.0325, 0.1016, -0.2622, -0.0408, 0.0776, 0.1211, -0.2863, 0.1474, 0.0719, 0.1218],
  "spin_multiplicity": 1,
  "relative_energy_kcal_mol": 39.0,
  "smiles": "C[C@H]1C[C@]2(C[C@@H](CNc3ccccc3)OC2=O)C(=O)O1",
  "fmax_ev_per_a": 3.316,
  "lumo_energy_ev": 0.6
}

=====

# 3
{
  "formula": "C15H17NO6",
  "method": "ωB97M-V/def2-TZVPD",
  "elements": ["C", "H", "H", "C", "H", "H", "H", "H", "H", "C", "H", "H", "C", "O", "N", "C", "H", "C", "H", "C", "C", "C", "O", "H", "H", "C", "H", "O", "C", "O", "H", "C", "H", "O", "H", "C", "O", "C", "C"],
  "xyz": [[4.93403, 2.21069, -0.36266], [1.41445, -3.40942, 0.04795], [0.42036, -2.83877, -1.09282], [-4.00260, 2.17538, -0.52345], [-4.25041, 0.68502, -2.13352], [3.67282, 2.21894, 1.26256], [-4.46278, 3.17645, -1.12938], [-2.33588, -1.45144, 1.93048], [0.04798, -0.23862, 0.59583], [-2.68372, 1.74633, 1.24422], [-3.17029, -1.25083, -2.42734], [4.76987, 2.03720, -1.40023], [-3.05227, -0.00391, -0.30539], [-2.75866, -1.17782, -0.65981], [-0.63941, -0.85004, 1.05000], [-3.46160, 2.52471, 0.78546], [5.42044, 3.04062, 0.06231], [0.86045, -2.46452, -0.17431], [3.01928, 2.92059, -0.13412], [-2.57898, 0.44244, 0.84466], [-1.71915, -0.64402, 1.73285], [-3.79357, 0.78201, -1.17901], [3.63433, -2.48619, -0.01274], [5.62115, -1.08314, 0.27717], [-4.64912, -1.60771, -1.72214], [-3.49239, -1.76312, -1.70492], [-3.50702, 3.60151, 0.97238], [1.68715, -1.55095, -0.23190], [-0.49563, -2.23325, 0.57503], [-1.07088, -3.43845, 0.90139], [-3.13735, -2.83138, -1.82658], [3.62632, -0.18640, 0.01992], [-2.23611, 1.89399, 2.28214], [5.58297, 1.08044, 0.16929], [-1.49699, -0.19475, 2.58033], [3.53712, 2.22008, -0.04186], [2.86995, 0.70210, -0.21637], [4.94386, -0.16516, -0.03885], [2.93226, -1.58861, -0.01660]],
  "lowdin_charge": [-0.2211, 0.1628, 0.1422, 0.0122, 0.0874, 0.2180, 0.1464, 0.1226, 0.1715, -0.1659, 0.0017, 0.1365, -0.3948, -0.0491, 0.0685, -0.1809, 0.1391, -0.2173, -0.0064, -0.0688, -0.1561, 0.0478, 0.2038, 0.1792, 0.1459, -0.0318, 0.1167, 0.0951, -0.1845, -0.0624, 0.1335, -0.3778, 0.1541, -0.0908, 0.0780, 0.0592, 0.0768, -0.0259, -0.4652],
  "spin_multiplicity": 1,
  "relative_energy_kcal_mol": 354.0,
  "smiles": "COc1ccccc1CNC(=O)COC(=O)C1=COCCO1",
  "fmax_ev_per_a": 17.785,
  "lumo_energy_ev": 0.3
}

=====

# 4
{
  "formula": "C15H18",
  "method": "ωB97M-V/def2-TZVPD",
  "elements": ["H", "C", "H", "H", "C", "H", "H", "C", "H", "C", "H", "H", "H", "H", "C", "H", "H", "H", "C", "C", "H", "C", "H", "C", "H", "H", "H", "C", "C", "C", "C", "C", "C"],
  "xyz": [[-1.13694, -3.19648, 2.94311], [0.99191, 1.66928, -2.90821], [-2.16450, -1.18562, 0.72097], [-1.41599, 2.64497, 2.41492], [-0.95882, 1.06338, 3.56809], [-2.16776, 1.25769, 0.31154], [1.28069, 3.72187, -2.81670], [-1.69645, -0.52102, 1.45269], [1.56136, -1.88141, -1.43592], [0.33601, 1.28372, -1.72827], [-1.04331, 1.77048, 4.39977], [-0.52660, -4.01054, 1.04706], [-0.29005, 3.28273, -3.55115], [0.39455, -2.35431, 3.29289], [-1.09595, -1.07880, 2.55188], [2.12135, 0.98127, -4.58724], [1.09807, 3.02540, -4.59686], [-0.32241, -2.24728, 0.51003], [1.77979, 0.74851, -3.61439], [-0.03412, -3.03471, 1.19363], [-0.07566, -0.34020, -0.39741], [-0.43698, -2.47598, 2.59628], [-0.34965, 1.99693, -1.22886], [1.44219, -0.89558, -1.81039], [1.01118, -3.10535, 0.91720], [-0.59201, -0.83690, 4.65386], [2.84168, -1.08452, -3.46574], [-0.94873, -0.30842, 3.73581], [0.60447, 0.04696, -1.20414], [-1.75035, 0.88418, 1.21780], [0.75028, 3.05302, -3.50537], [-1.29574, 1.57069, 2.30036], [2.08850, -0.44395, -2.97726]],
  "lowdin_charge": [0.0895, -0.2768, 0.1218, 0.0977, -0.0913, 0.0978, 0.0844, -0.0870, 0.0804, -0.0600, 0.1060, 0.0798, 0.0564, 0.1036, -0.2308, 0.0918, 0.0983, 0.0200, -0.0585, -0.0809, 0.0772, -0.1674, 0.1135, -0.0708, 0.0617, 0.1236, 0.1047, -0.0467, -0.0969, -0.0754, -0.0529, -0.1213, -0.0915],
  "spin_multiplicity": 1,
  "relative_energy_kcal_mol": 40.8,
  "smiles": "CCc1ccccc1.Cc1ccccc1",
  "fmax_ev_per_a": 3.335,
  "lumo_energy_ev": 0.9
}

=====

# 5
{
  "formula": "C15H18",
  "method": "ωB97M-V/def2-TZVPD",
  "elements": ["H", "H", "C", "C", "H", "H", "H", "C", "H", "H", "C", "H", "H", "C", "C", "C", "H", "C", "H", "H", "H", "C", "C", "C", "H", "C", "C", "H", "C", "H", "H", "C", "H"],
  "xyz": [[-2.30686, -0.92464, -4.15323], [-0.70607, -1.36878, -1.93665], [-0.70852, -0.50717, -2.55331], [3.37659, -0.46804, 1.09178], [-1.83849, 3.84117, -1.73824], [-3.89287, 3.18337, -0.40658], [-0.42894, 2.02022, -2.73964], [-1.33544, 1.86124, -2.22411], [-0.63362, -1.23954, -4.69161], [1.61482, -0.81606, 5.28987], [-3.76004, 1.07166, -0.76856], [0.82329, -2.41775, 3.45925], [3.11862, -2.16414, -0.23161], [-3.39402, 2.38311, -0.86583], [-2.77107, 0.08930, -1.18647], [1.88006, -0.02764, 4.58673], [-3.01975, -0.97117, -1.05143], [3.15352, 0.01860, 2.43518], [1.08374, -2.92992, 1.15002], [2.79427, 0.33573, 5.24132], [3.79862, 0.87820, 2.64152], [2.24178, -0.57911, 3.19086], [-1.63215, 0.52078, -1.88428], [1.46073, -1.77880, 2.87063], [1.20696, 0.77824, 4.52075], [1.80285, -2.18876, 1.52133], [2.80970, -1.65449, 0.70205], [-4.65951, 0.59180, -0.32489], [-2.10977, 2.79633, -1.56947], [0.38644, -0.23354, -2.47793], [4.05938, 0.08747, 0.46403], [-1.17679, -0.63294, -4.00947], [-1.23744, 0.44528, -4.35199]],
  "lowdin_charge": [0.1121, 0.0778, -0.2287, -0.0811, 0.0922, 0.0668, 0.0989, -0.0748, 0.0423, 0.0593, -0.0947, 0.0983, 0.1089, -0.0739, -0.0362, -0.0700, 0.1089, -0.0731, 0.0917, 0.1091, 0.1168, -0.2945, -0.2582, 0.0053, 0.0499, -0.0968, -0.1178, 0.1082, -0.0413, 0.1223, 0.0947, -0.1020, 0.0795],
  "spin_multiplicity": 1,
  "relative_energy_kcal_mol": 58.5,
  "smiles": "CCc1ccccc1.Cc1ccccc1",
  "fmax_ev_per_a": 6.436,
  "lumo_energy_ev": 0.9
}

=====

# 6
{
  "formula": "C15H18BrF3N6STi",
  "method": "ωB97M-V/def2-TZVPD",
  "elements": ["F", "Ti", "F", "H", "N", "N", "S", "H", "C", "H", "C", "N", "N", "N", "H", "C", "C", "H", "H", "H", "C", "H", "C", "H", "H", "C", "C", "C", "H", "C", "H", "F", "H", "C", "C", "C", "C", "N", "H", "C", "Br", "H", "H", "H", "H"],
  "xyz": [[-3.44577, 2.37301, 4.13440], [0.15386, -0.31377, -1.03595], [-4.98823, 1.11497, 3.27793], [1.25556, -2.13943, -3.07864], [-1.10175, 0.02896, 0.48803], [0.69257, -1.31903, -2.86796], [2.34017, -0.07066, -0.10886], [1.01553, -3.64498, 0.27874], [-1.28285, 1.74623, -2.51748], [0.59341, -2.12236, 1.14166], [3.65588, -3.33560, 1.67964], [2.62199, -2.58171, 1.13431], [4.41993, -1.44004, 0.91968], [-0.11897, 1.48491, -1.87392], [-0.77736, -2.65362, -2.42016], [1.22893, -3.00185, 1.13204], [-2.79688, 0.78098, 2.53681], [0.73590, -0.72851, -3.69576], [-1.27831, 2.23280, 3.02417], [3.49636, -4.30950, 2.11458], [0.55478, 3.75457, -2.21485], [-2.00132, 0.94106, -2.59389], [-0.76453, 1.03544, 1.33461], [-2.54313, -1.39058, -0.01609], [-4.10486, -0.76163, 1.78629], [-3.72645, 1.15642, 3.68833], [-1.56092, 2.98348, -3.04137], [0.78025, 2.48650, -1.72188], [-2.49819, 3.15862, -3.55180], [-1.58195, 1.43153, 2.36467], [1.70101, 2.27087, -1.19946], [-3.55448, 0.27493, 4.66928], [-0.82318, 4.99009, -3.30810], [-2.29342, -0.59338, 0.66991], [-3.15939, -0.24750, 1.67500], [-0.62840, 4.00635, -2.89808], [3.10818, -1.42316, 0.67099], [-0.68624, -1.65182, -2.56945], [5.05177, -0.68749, 0.68232], [4.78442, -2.61394, 1.54660], [1.82946, 5.08169, -1.94791], [1.01491, -3.55624, 2.04106], [5.79801, -2.83125, 1.84086], [-1.30462, -1.43311, -3.34646], [0.18831, 1.51777, 1.17617]],
  "lowdin_charge": [0.1922, 0.8621, 0.1948, 0.1411, -0.1171, -0.0422, 0.7380, 0.1082, -0.0976, 0.0554, 0.0171, -0.0940, 0.1054, -0.1131, 0.1338, 0.0151, -0.0206, 0.1375, 0.1515, 0.1532, -0.6544, 0.1181, -0.0816, 0.1262, 0.1543, -0.6070, 0.0127, -0.1548, 0.1410, 0.0741, 0.0698, 0.2006, 0.1400, -0.0654, 0.0657, -0.0127, -0.6500, -0.0275, 0.1804, 0.0117, 0.9282, 0.1212, 0.1523, 0.1330, 0.1034],
  "spin_multiplicity": 2,
  "charge": 3,
  "s_squared": 0.7539,
  "fmax_ev_per_a": 1.642,
  "lumo_energy_ev": [-10.7, -10.4]
}

=====

Repeat the fourth record exactly.
{
  "formula": "C15H18",
  "method": "ωB97M-V/def2-TZVPD",
  "elements": ["H", "C", "H", "H", "C", "H", "H", "C", "H", "C", "H", "H", "H", "H", "C", "H", "H", "H", "C", "C", "H", "C", "H", "C", "H", "H", "H", "C", "C", "C", "C", "C", "C"],
  "xyz": [[-1.13694, -3.19648, 2.94311], [0.99191, 1.66928, -2.90821], [-2.16450, -1.18562, 0.72097], [-1.41599, 2.64497, 2.41492], [-0.95882, 1.06338, 3.56809], [-2.16776, 1.25769, 0.31154], [1.28069, 3.72187, -2.81670], [-1.69645, -0.52102, 1.45269], [1.56136, -1.88141, -1.43592], [0.33601, 1.28372, -1.72827], [-1.04331, 1.77048, 4.39977], [-0.52660, -4.01054, 1.04706], [-0.29005, 3.28273, -3.55115], [0.39455, -2.35431, 3.29289], [-1.09595, -1.07880, 2.55188], [2.12135, 0.98127, -4.58724], [1.09807, 3.02540, -4.59686], [-0.32241, -2.24728, 0.51003], [1.77979, 0.74851, -3.61439], [-0.03412, -3.03471, 1.19363], [-0.07566, -0.34020, -0.39741], [-0.43698, -2.47598, 2.59628], [-0.34965, 1.99693, -1.22886], [1.44219, -0.89558, -1.81039], [1.01118, -3.10535, 0.91720], [-0.59201, -0.83690, 4.65386], [2.84168, -1.08452, -3.46574], [-0.94873, -0.30842, 3.73581], [0.60447, 0.04696, -1.20414], [-1.75035, 0.88418, 1.21780], [0.75028, 3.05302, -3.50537], [-1.29574, 1.57069, 2.30036], [2.08850, -0.44395, -2.97726]],
  "lowdin_charge": [0.0895, -0.2768, 0.1218, 0.0977, -0.0913, 0.0978, 0.0844, -0.0870, 0.0804, -0.0600, 0.1060, 0.0798, 0.0564, 0.1036, -0.2308, 0.0918, 0.0983, 0.0200, -0.0585, -0.0809, 0.0772, -0.1674, 0.1135, -0.0708, 0.0617, 0.1236, 0.1047, -0.0467, -0.0969, -0.0754, -0.0529, -0.1213, -0.0915],
  "spin_multiplicity": 1,
  "relative_energy_kcal_mol": 40.8,
  "smiles": "CCc1ccccc1.Cc1ccccc1",
  "fmax_ev_per_a": 3.335,
  "lumo_energy_ev": 0.9
}